(1)
{
  "formula": "C31H32N8O4S3SeSr",
  "method": "wB97M-V/def2-TZVPD",
  "de_lowest_kj_mol": 116.87,
  "gap_ha": 0.1295,
  "charge": -2,
  "homo_energy_ev": -0.87,
  "species": ["C", "H", "C", "N", "H", "H", "C", "C", "S", "H", "C", "C", "H", "S", "S", "C", "C", "Sr", "H", "H", "H", "C", "C", "N", "C", "H", "C", "C", "C", "C", "C", "Se", "H", "H", "H", "H", "C", "O", "N", "H", "O", "N", "H", "H", "C", "N", "C", "H", "H", "C", "H", "H", "H", "C", "H", "H", "H", "C", "C", "C", "C", "H", "N", "C", "N", "C", "O", "H", "H", "H", "H", "C", "H", "O", "C", "H", "C", "N", "C", "H"],
  "coordinates": [[3.163, -3.110, 2.144], [-4.561, 1.348, 5.826], [-2.112, 1.973, 1.889], [1.410, -2.321, -3.590], [-1.774, -2.917, -1.629], [-3.563, 2.874, -3.910], [-1.456, 2.542, -3.712], [-1.703, 3.124, 5.441], [0.838, 0.298, 1.463], [4.112, -0.295, 2.092], [3.216, -0.362, 2.720], [0.381, -1.809, 4.746], [-4.171, 0.938, 3.431], [0.757, -3.117, 0.782], [-3.770, -1.497, 1.210], [3.126, 1.345, -2.955], [-3.477, 1.553, 3.992], [1.092, -1.104, -1.342], [3.474, -0.983, 3.585], [-2.277, -0.400, -1.453], [0.688, -0.946, 4.157], [-0.477, 1.757, -3.101], [1.383, 3.001, -4.234], [1.833, 1.216, -2.717], [-2.599, -0.492, 1.848], [-1.415, -3.948, -3.862], [-2.063, 0.464, -2.078], [-2.797, 2.262, -3.451], [-0.879, -3.062, -3.507], [-0.675, -2.628, 4.009], [2.007, -2.247, 1.663], [-0.896, 5.538, -6.207], [-2.216, 0.801, 0.278], [0.006, -1.466, 5.717], [-2.970, 2.728, 7.128], [4.129, -2.704, 1.831], [-1.037, 3.616, -4.609], [-1.755, 2.936, 1.236], [-0.852, -2.910, -2.051], [-0.297, -2.971, 3.041], [3.465, -1.712, -1.832], [-0.788, 0.745, -2.285], [2.982, 0.641, 3.073], [3.179, -3.186, 3.239], [-1.494, 2.910, 4.087], [-1.871, 4.409, -5.223], [3.848, -2.033, -3.001], [-1.003, 3.727, 6.006], [-4.132, 0.945, -2.392], [0.536, -3.152, -4.118], [-2.292, -1.424, 4.761], [3.774, 0.645, -2.434], [3.088, 3.898, -5.172], [2.042, -0.922, 1.936], [-0.933, -3.514, 4.600], [-0.307, -3.642, -1.605], [4.698, 2.353, -4.025], [2.750, 3.139, -4.478], [2.779, -2.426, -4.044], [-3.110, 1.208, -2.624], [-1.961, -1.841, 3.799], [-0.647, 3.343, 3.571], [0.656, 4.814, -5.695], [-2.370, 2.113, 3.362], [-1.805, -0.734, 2.873], [3.634, 2.297, -3.845], [0.683, -3.970, -5.055], [-1.374, -2.179, -3.931], [3.017, -3.433, -4.405], [2.972, -1.765, -4.903], [1.282, -2.403, 4.917], [-2.805, 2.562, 6.071], [-0.897, -0.236, 2.816], [5.024, -2.035, -3.400], [0.375, 3.842, -4.873], [3.066, -4.112, 1.735], [0.965, 2.006, -3.351], [-2.387, 0.779, 1.272], [-3.696, 1.785, 5.342], [-2.762, -2.468, 3.409]],
  "mulliken_charge": [-1.7489, 0.4013, 0.2737, -0.0886, 0.0618, 0.4934, 0.4126, -0.5906, -0.3627, 0.2871, -1.6731, -0.9928, 0.3754, -0.4906, -0.4583, -0.6044, 0.0787, 1.5371, 0.3466, 0.9916, 0.0700, -0.8310, 0.6346, 0.4447, -0.2014, 0.2907, -1.1797, -0.6841, -0.3360, 0.1705, 0.8709, 0.1654, 0.0310, 0.4150, 0.3774, 0.3114, 1.0645, -0.6771, -0.3104, -0.3208, -0.5459, 0.8430, 0.3673, 0.2267, -0.6585, -0.8752, 0.3003, 0.3722, 0.4920, 0.1176, 0.2291, 0.7001, 0.4942, 0.2273, 0.4198, 0.2406, 0.4296, -0.5742, -0.6450, -1.1104, -1.0985, 0.4509, -0.8834, 0.4152, 1.0162, -1.0009, -0.8312, 0.1242, 0.3703, 0.2128, 0.2490, -0.3733, -0.5749, -0.8301, 0.9350, 0.3957, -0.5125, 0.4617, -0.6686, 0.5372]
}

(2)
{
  "formula": "C31H33B2F4MoN8O6",
  "method": "wB97M-V/def2-TZVPD",
  "multiplicity": 3,
  "gap_ha": [0.1871, 0.1900],
  "charge": 3,
  "homo_energy_ev": [-16.32, -16.90],
  "species": ["N", "C", "C", "C", "H", "H", "B", "H", "H", "H", "N", "Mo", "H", "C", "H", "C", "H", "C", "H", "H", "C", "C", "H", "F", "C", "N", "F", "F", "C", "H", "C", "C", "N", "H", "C", "H", "B", "H", "C", "C", "H", "H", "O", "H", "F", "H", "O", "N", "O", "C", "H", "H", "H", "C", "N", "H", "C", "C", "N", "C", "O", "C", "H", "C", "O", "H", "C", "C", "H", "H", "H", "C", "C", "C", "H", "C", "C", "O", "H", "C", "H", "H", "H", "N", "C"],
  "coordinates": [[-2.217, 0.659, -0.493], [-4.486, 0.745, 0.330], [-1.394, -5.385, 0.503], [-4.051, -1.807, 1.456], [-2.519, -3.808, -2.662], [-4.846, -5.182, -2.821], [-1.230, 2.705, 1.853], [-6.453, 0.585, 1.197], [1.026, -1.117, -2.917], [0.600, 4.447, -0.393], [-0.768, 0.353, 1.871], [-0.334, -0.222, -0.181], [1.814, -3.258, -3.837], [2.171, 1.388, -0.869], [4.200, 0.813, -1.025], [1.501, 3.855, -0.519], [-1.665, 2.104, -1.863], [-1.864, -4.130, 0.897], [-3.811, 3.300, -1.798], [-0.507, -0.630, 4.937], [-0.434, 0.242, 4.286], [-4.675, 1.954, -0.369], [-5.460, -4.184, -4.981], [3.882, -2.451, -0.191], [3.583, 1.695, -1.161], [1.674, 0.191, -0.850], [-0.147, 2.901, 2.662], [3.403, -0.545, 1.064], [-3.237, 0.120, 0.221], [2.268, -2.639, 2.956], [-3.423, -2.360, -4.023], [-3.008, -1.186, 0.758], [0.880, -1.309, 1.221], [1.268, -5.376, -2.641], [-3.157, -1.267, -2.919], [2.437, -1.142, 3.876], [3.012, -1.501, 0.147], [-1.339, 0.838, 4.348], [-5.492, 0.101, 1.082], [-2.461, 1.747, -1.224], [1.135, -2.247, 4.286], [0.396, 0.854, 4.652], [-0.801, 2.791, 0.401], [-2.573, -4.079, 1.709], [-2.302, 3.496, 1.997], [-5.179, -1.509, -3.688], [2.543, -0.801, -1.116], [0.064, -1.958, -1.297], [1.750, -2.189, 0.722], [-4.685, -4.117, -2.967], [-5.048, -1.906, -5.318], [-4.908, -3.598, -2.031], [-6.588, -3.413, -3.852], [-3.270, -3.776, -3.449], [-1.786, -1.668, 0.418], [-0.156, -6.502, -0.836], [1.207, 2.410, -0.462], [-1.388, -2.980, 0.279], [-4.874, -2.243, -4.374], [-0.164, -0.153, 2.890], [-1.720, 1.252, 2.083], [0.781, -2.040, -2.413], [-5.609, 2.493, -0.272], [-0.490, -5.520, -0.525], [-1.958, -1.125, -2.588], [-2.967, -4.468, -4.236], [-3.680, 2.412, -1.198], [0.886, -4.422, -2.297], [3.935, 2.506, -0.523], [3.710, 2.029, -2.196], [-3.934, -2.787, 1.888], [0.015, -4.377, -1.183], [-5.260, -1.147, 1.633], [-0.395, -3.114, -0.731], [2.192, 4.125, 0.287], [1.204, -3.257, -2.946], [0.840, -1.143, 2.498], [-4.174, -0.676, -2.508], [1.991, 4.102, -1.462], [1.715, -1.848, 3.452], [-6.041, -1.633, 2.202], [-2.780, -2.165, -4.877], [-1.766, -6.264, 1.012], [0.104, 1.903, -0.016], [-5.538, -3.556, -4.095]],
  "mulliken_charge": [1.7572, 1.1258, -1.1778, -0.7520, -0.5133, 0.5122, 0.5916, 0.5635, 0.5275, 0.4161, 2.2488, -3.3106, 0.6058, 0.5373, 0.3547, -1.9878, 0.4671, -0.7837, 0.6195, 0.5739, -2.1053, -1.0172, 0.3572, -0.2546, -1.6221, 0.8195, -0.3491, -0.3791, 0.3337, 0.4639, -0.3486, 0.0705, 2.0425, 0.6339, 0.3227, 0.3272, 0.5627, 0.4431, -1.0661, -0.2123, 0.5418, 0.3454, -0.7773, 0.6636, -0.3172, 0.3782, -0.6534, 1.6374, -0.7313, -0.5545, 0.3666, 0.1485, 0.4107, 0.1417, 2.2402, 0.5476, -0.0291, -0.1671, 0.0410, 0.2373, -0.6843, -0.2748, 0.6213, -1.0353, -0.4043, 0.4662, -1.2572, -0.9118, 0.4549, 0.3848, 0.3367, 1.1837, -1.1771, 0.1754, 0.4110, -1.3427, 0.1838, -0.7834, 0.5074, -1.9699, 0.5355, 0.4517, 0.5216, 1.4546, -0.7161]
}

(3)
{
  "formula": "C31H33BBr2CaCl5FI2LiN2O19S2V",
  "method": "wB97M-V/def2-TZVPD",
  "gap_ha": 0.0613,
  "charge": 0,
  "homo_energy_ev": -6.80,
  "species": ["C", "C", "Ca", "C", "H", "H", "I", "H", "C", "H", "O", "H", "H", "H", "Cl", "C", "H", "B", "H", "C", "H", "C", "C", "H", "Cl", "H", "O", "O", "C", "O", "O", "C", "C", "Br", "H", "H", "C", "C", "O", "H", "H", "H", "O", "C", "O", "H", "H", "O", "Cl", "Cl", "H", "H", "N", "C", "C", "H", "O", "H", "C", "S", "H", "H", "O", "C", "Br", "H", "C", "H", "C", "N", "H", "C", "O", "O", "S", "H", "O", "C", "C", "I", "Cl", "F", "O", "C", "C", "C", "C", "C", "V", "H", "O", "C", "C", "H", "Li", "O", "H", "C", "O", "O", "H"],
  "coordinates": [[1.635, 0.109, 2.522], [-8.183, -8.909, 1.868], [3.461, 2.706, -3.337], [1.268, -1.280, 2.867], [2.043, -2.025, 3.197], [-4.277, -4.507, -0.869], [4.382, 5.842, 0.785], [-2.984, 0.341, 0.185], [2.517, 5.501, -0.251], [2.965, 7.251, -1.640], [-5.754, -6.666, 2.295], [5.456, 9.169, -4.032], [-3.713, 1.968, 0.376], [-7.467, -0.846, -2.534], [-1.880, -5.941, -3.391], [-1.951, -2.306, 0.092], [-6.126, -0.356, -2.008], [-6.659, -7.631, 2.955], [8.249, 2.733, -0.468], [-2.730, 1.424, 0.268], [5.120, 2.860, -1.832], [-4.869, -7.336, 4.310], [2.101, 6.644, -1.262], [1.412, 3.798, -1.072], [1.438, -2.199, 5.246], [1.658, 6.157, -2.183], [-4.152, 0.319, -2.105], [4.487, 7.344, -3.741], [4.821, 0.634, 0.979], [-6.876, -8.819, 2.105], [-6.016, -8.005, 4.231], [3.310, 2.937, -0.339], [4.673, 2.376, -0.896], [-3.978, -0.625, 3.590], [5.837, 8.016, -6.104], [-1.978, 1.882, -3.851], [2.809, 2.283, 0.844], [5.681, 8.108, -3.942], [-8.700, -9.768, 1.206], [7.316, 7.543, -5.246], [-2.481, -2.730, -0.816], [9.580, 1.574, -0.947], [-5.758, -3.721, 5.657], [4.645, 6.180, -4.387], [-6.902, -0.872, -1.754], [-1.235, 1.269, -1.444], [-2.575, 1.943, 2.378], [3.890, 5.238, -4.278], [-4.674, -6.285, -4.063], [-2.855, -8.518, -4.280], [6.344, 7.958, -3.088], [9.290, 2.014, 0.811], [3.034, 0.476, 2.640], [-0.836, 0.723, 1.966], [2.496, 4.127, -1.030], [3.642, -0.360, 2.923], [5.422, -0.368, 1.630], [2.843, 4.221, -2.120], [-2.677, -1.149, 2.218], [-3.486, 1.601, -2.356], [5.197, -1.235, 1.246], [7.531, 0.687, 1.025], [-7.554, -0.998, 6.649], [5.383, 1.260, -0.225], [-4.820, -2.640, 0.945], [-1.393, 2.829, 1.371], [-3.027, -6.766, -4.471], [1.702, 5.440, 0.521], [-2.128, 1.878, -1.114], [7.853, 0.664, 0.054], [6.498, -0.200, -1.385], [-4.707, -6.494, 3.090], [-7.989, -7.033, 3.189], [-2.921, 1.620, -3.904], [1.239, 2.738, 1.656], [-1.130, -2.981, 0.492], [-4.477, 2.648, -2.116], [3.524, 1.146, 1.497], [-3.020, -1.945, 1.171], [-0.769, -3.670, 3.262], [-2.675, -6.315, -6.153], [4.647, -1.204, 3.671], [-4.027, -5.393, -1.139], [-1.853, 1.812, 1.517], [-0.215, -1.635, 2.743], [6.732, 0.795, -0.894], [6.228, 7.525, -5.211], [0.593, 1.069, 2.078], [-6.659, -2.365, 6.151], [-1.909, 2.984, -1.172], [5.737, 6.181, -5.169], [8.799, 1.783, -0.174], [-8.884, -7.784, 2.551], [1.281, 7.280, -0.833], [-1.176, -4.471, -0.297], [-4.095, -7.410, 5.227], [7.007, 1.481, -1.749], [-1.219, -0.659, 2.297], [-10.067, -7.573, 2.538], [-3.779, -5.766, 2.849], [-1.508, -1.329, -0.258]],
  "mulliken_charge": [0.2380, 0.5793, 1.6724, -1.2986, 0.8043, 0.1226, 0.0951, 0.3348, -0.3286, 0.1790, -0.4798, 0.3056, 0.5842, 0.2869, -0.0580, -1.2227, 0.3765, 1.1636, 0.2289, -0.5981, 0.7532, 0.5553, -0.8870, 0.5498, -0.3195, 0.2467, -0.6061, -0.2010, 0.6174, -0.4959, -0.5305, -0.5866, -0.6145, -0.0564, 0.2859, 0.3303, -0.0362, -0.3216, -0.6079, 0.3171, 0.7985, 0.2339, -0.7143, 0.5942, -0.5912, 0.4356, 0.4222, -0.6461, -0.0291, -0.1013, 0.2851, 0.3098, -0.0686, 0.1967, 0.4583, 0.3171, -0.4475, -0.8792, -0.7637, 1.2111, 0.2954, 0.3190, -0.8196, 0.8919, -0.0441, 0.4115, 0.2530, 0.4833, -0.7255, -0.2990, 0.2986, 0.6332, -0.4990, -0.4560, -0.5074, -0.2740, -0.6354, -0.5793, 0.4792, 0.3807, -0.1192, -0.8595, -0.6178, -1.2036, -0.7499, -0.9960, -0.3487, 0.2110, 1.6260, 0.4443, -0.3042, -0.7436, 0.5810, 0.3311, 0.8752, -0.6390, 0.3255, 1.3039, -0.6182, -0.5915, 0.0872]
}

Let's list max |F| in order: 0.9; 0.9; 5.0 eV/A.